A molecular structure, C4H8N2OS at a distorted geometry, computed with ωB97M-V/def2-TZVPD.

```
16
Properties=species:S:1:pos:R:3:mulliken_charge:R:1
C 1.261 -0.374 1.697 -0.7864
C -0.363 -0.791 0.197 -0.4625
C -0.868 -0.433 -1.242 0.0641
C -0.272 1.037 -1.199 -0.0313
H 0.550 0.757 1.968 0.3931
H 2.451 -0.301 1.762 0.2731
H 0.891 -1.396 2.199 0.2523
H -0.239 -1.927 0.173 0.2604
H -0.739 -0.324 1.220 0.3805
H -0.313 -1.072 -2.068 0.2735
H -2.508 0.486 -1.447 0.3092
H 1.466 1.689 -0.006 0.2115
N 1.091 -0.305 0.203 -0.2293
N 0.766 1.048 -0.325 -0.0314
O -2.227 -0.570 -1.476 -0.4965
S -0.948 2.477 -1.657 -0.3803
```

M = 132.19 g mol⁻¹
gap between HOMO and LUMO = 9.014 eV
LUMO energy = 0.34 eV
energy above the lowest of the compared OMol25 structures with the same formula, charge and spin = 112.3 kcal/mol
spin multiplicity = 1
E_HOMO = -8.675 eV